Entry 1:
ORCA calculation (ωB97M-V with the def2-TZVPD basis set) on a structure of composition C3H8FeNO6S2.

Each line ends with the natural charge from an NBO analysis.
Element x y z (Å)
H  3.06  2.23  0.18  0.22
Fe  -5.51  -0.16  0.44  1.62
S  -0.78  -1.08  -0.56  2.42
C  1.26  -0.61  0.91  -0.12
O  -1.67  -2.22  -0.73  -0.96
H  3.46  -0.34  -1.41  0.48
S  -3.10  -0.04  0.03  1.97
C  2.09  1.70  0.05  -0.65
H  3.32  0.03  0.58  0.17
C  2.34  0.15  0.06  0.07
H  1.47  1.99  0.91  0.20
O  -3.81  1.25  0.40  -0.94
O  2.52  -0.40  -1.24  -0.70
H  1.81  -1.15  1.70  0.22
H  0.62  0.12  1.43  0.21
H  1.67  2.04  -0.92  0.24
O  0.53  -1.63  0.17  -0.62
O  -3.84  -1.19  0.76  -0.95
O  -0.51  -0.52  -1.86  -0.88
N  -1.60  0.02  0.41  -1.09
H  -3.33  -0.19  -1.32  0.08

Orbital gap (alpha / beta)   4.94 / 4.76 eV
Total charge   +1
2S+1   5
E_HOMO (alpha / beta)   -0.4626 / -0.4626 Eh
Calculated total energy   -73059.9100 eV
Strongest force on any atom   0.092 hartree/bohr
LUMO energy (alpha / beta)   -7.6 / -7.8 eV

Entry 2:
ORCA calculation (ωB97M-V with the def2-TZVPD basis set) on a cluster of 2 separate species, CH2N2O2S in total.

Each line ends with the natural charge from an NBO analysis.
Element x y z (Å)
H  0.98  0.10  1.01  0.35
H  -1.28  -0.98  -0.74  0.50
O  -0.91  -0.37  -1.35  -0.53
S  -2.65  1.72  -0.68  0.17
N  0.18  0.19  -0.64  0.57
O  0.89  1.04  -1.07  -0.38
N  0.27  -0.37  0.46  -0.50
C  -2.60  1.54  0.84  -0.18

Orbital gap   10.82 eV
Total charge   0
Relative energy (zero: lowest compared OMol25 entry of this formula, charge and spin)   750.4 kJ/mol
2S+1   1
E_HOMO   -0.4012 Eh
Calculated total energy   -18973.5510 eV
Strongest force on any atom   0.078 hartree/bohr
LUMO energy   -0.1 eV

Entry 3:
ORCA calculation (ωB97M-V with the def2-TZVPD basis set) on a structure of composition C31H43B2CrFO29.

Each line ends with the Mulliken spin population.
Element x y z (Å)
H  0.38  -4.29  -3.30  0.00
O  0.39  -1.40  5.23  0.00
O  -0.13  -2.34  0.82  -0.07
O  -1.51  0.52  1.81  0.00
C  -2.40  0.61  2.61  0.00
C  -0.90  2.19  -1.59  0.02
O  1.12  1.48  1.37  -0.04
O  -1.92  3.55  -6.87  0.00
H  5.65  1.31  3.16  0.00
H  -0.31  -5.65  -2.42  0.00
C  0.26  -4.72  -2.31  0.00
O  4.14  -1.24  1.62  0.00
H  -1.56  -3.73  -1.82  0.00
C  -3.84  -2.49  -0.55  0.00
H  0.35  -3.31  6.03  0.00
C  -6.72  -0.18  -3.08  0.00
O  0.77  -0.57  -1.75  -0.01
H  2.43  5.44  -0.02  0.00
H  3.08  -1.86  5.91  0.00
H  0.59  -4.07  2.76  0.00
C  -1.32  3.66  -1.30  0.00
C  0.90  -0.67  -2.94  -0.01
O  -7.64  0.55  -3.29  0.00
H  -3.42  1.59  -0.07  0.00
O  0.16  3.75  -4.08  0.00
H  3.86  -3.61  0.69  0.00
C  -0.34  -4.25  2.22  0.00
H  -4.93  2.21  0.67  0.00
C  3.03  0.38  -2.96  0.00
C  -0.32  -3.53  0.91  0.01
C  -2.67  -0.45  3.67  0.00
H  2.08  2.21  -2.21  0.00
C  2.34  -2.56  5.51  0.00
C  4.14  0.03  2.25  0.00
O  0.98  3.88  -6.17  0.00
B  -4.93  -1.28  -2.15  0.00
O  -6.51  -1.34  -5.22  0.00
H  2.73  4.32  -1.38  0.00
O  -5.13  -1.80  -3.52  0.00
H  4.35  -2.67  -0.70  0.00
H  0.23  3.70  3.32  0.00
H  -1.17  -3.82  2.79  0.00
B  -1.17  3.34  -3.53  0.00
C  1.07  -1.43  4.06  0.00
H  -2.15  3.00  1.57  0.00
H  3.98  0.10  -3.41  0.00
O  2.14  -2.26  4.15  0.00
O  2.01  -0.38  -3.61  0.00
O  -0.56  -4.31  -0.12  0.00
C  1.42  2.43  2.05  0.00
C  -0.54  -3.78  -1.45  0.00
H  5.42  -0.28  3.92  0.00
H  -0.42  -5.33  2.08  0.00
H  6.26  -0.22  2.39  0.00
H  1.03  -2.07  7.14  0.00
C  -1.39  3.52  -5.80  0.00
C  2.70  1.87  -3.03  0.00
H  1.25  -4.86  -1.86  0.00
H  -3.86  3.30  -0.19  0.00
H  1.17  4.31  -0.45  0.00
H  -1.99  -0.30  4.51  0.00
O  0.73  -0.87  3.07  0.09
O  -1.64  4.22  -2.44  0.00
H  3.67  2.39  -3.04  0.00
C  0.08  3.76  -5.41  0.00
C  -2.97  -1.31  -1.02  0.00
H  2.24  2.12  -3.98  0.00
C  -3.88  2.43  0.46  0.00
H  3.98  3.62  0.50  0.00
C  0.94  -2.39  6.11  0.00
H  -0.02  -2.82  -1.44  0.01
H  -3.65  3.54  2.29  0.00
O  -3.64  -0.63  -1.90  0.00
H  -0.89  -1.74  -3.28  0.00
H  -0.62  -0.29  -4.37  0.00
H  3.99  0.82  1.52  0.00
H  0.07  1.92  3.59  0.00
O  -6.09  -0.39  -1.94  0.00
O  -2.06  3.31  -4.67  0.00
C  0.74  2.74  3.36  0.00
C  5.46  0.25  2.97  0.00
H  -3.67  -0.35  4.07  0.00
O  -1.25  4.21  -0.24  0.00
O  -1.00  2.01  -2.86  0.01
H  0.20  -1.85  -4.59  0.00
C  2.92  3.36  0.45  0.00
H  2.70  -3.16  -0.57  0.00
O  -0.57  1.43  -0.73  0.02
H  3.30  0.08  2.95  0.00
C  3.54  -2.82  0.02  0.00
C  3.17  -1.57  0.76  -0.01
F  2.81  -3.81  5.73  0.00
C  -3.17  2.70  1.79  0.00
O  2.31  3.35  1.74  0.00
O  -3.28  1.59  2.67  0.00
C  2.25  4.44  -0.41  0.00
Cr  0.04  -0.25  0.34  3.86
C  -0.19  -1.14  -3.86  0.00
O  -1.87  -1.04  -0.60  0.05
O  2.15  -0.96  0.61  0.03
H  1.51  2.71  4.13  0.00
H  2.94  2.38  -0.03  0.00
O  -3.49  -3.27  0.30  0.00
H  3.10  0.05  -1.92  0.00
H  -2.47  -1.39  3.16  0.00
O  -4.96  -2.46  -1.23  0.00
C  -6.11  -1.13  -4.12  0.00

Orbital gap   8.53 eV
Total charge   0
Relative energy (zero: lowest compared OMol25 entry of this formula, charge and spin)   86.6 kJ/mol
2S+1   5
E_HOMO   -0.3332 Eh
Calculated total energy   -124727.7726 eV
Strongest force on any atom   0.039 hartree/bohr
LUMO energy   -0.5 eV

Entry 4:
ORCA calculation (ωB97M-V with the def2-TZVPD basis set) on an isolated molecule of C4H8N2O2.

Each line ends with the natural charge from an NBO analysis.
Element x y z (Å)
C  -1.02  0.26  -1.07  -0.42
H  -2.04  0.57  -0.62  0.21
H  -0.40  0.98  -1.63  0.21
C  1.76  -1.57  -0.96  -0.38
N  2.34  0.37  0.18  0.45
H  -1.27  -0.61  -1.68  0.20
C  -0.22  0.82  1.28  -0.45
H  2.74  -1.93  -1.19  0.24
H  -1.24  0.99  1.65  0.22
H  0.31  1.83  1.16  0.19
C  1.40  -0.56  -0.29  0.25
H  0.27  0.52  2.14  0.21
H  0.99  -2.10  -1.35  0.21
O  3.31  0.08  0.87  -0.35
O  2.14  1.54  -0.17  -0.38
N  -0.25  -0.10  0.19  -0.40

Orbital gap   8.88 eV
Total charge   0
Relative energy (zero: lowest compared OMol25 entry of this formula, charge and spin)   720.5 kJ/mol
2S+1   1
SMILES   C=C(N(C)C)[N+](=O)[O-]
E_HOMO   -0.3392 Eh
Calculated total energy   -11346.6448 eV
Strongest force on any atom   0.114 hartree/bohr
LUMO energy   -0.3 eV